Here is a molecular structure, C16H28Cl24NO6S2 from the OMol25 dataset. Energies are from ωB97M-V/def2-TZVPD.

Output
2S+1: 1
Charge: -1
Molar mass in g mol⁻¹: 1245.41
Kohn-Sham gap in eV: 8.42
HOMO level in eV: -6.5
Energy in Eh: -12973.5503

Cartesian coordinates (Å):
C (-0.6721, 0.3913, 1.5384)
H (1.9597, -3.9350, -1.9965)
Cl (-1.1689, 1.4556, 5.7989)
Cl (-0.8085, -7.0175, -1.0124)
H (0.3235, 8.0773, -2.6117)
H (10.7812, -3.0262, -0.4643)
Cl (-1.2946, 1.1803, -7.5444)
O (-1.8763, 1.4786, -2.6815)
H (-0.3694, 3.1032, 7.2770)
Cl (-2.2079, -9.5220, -1.5695)
C (-1.9011, 6.9343, 2.1636)
C (2.5648, -0.0188, -1.2681)
Cl (9.4344, -4.7071, 0.4863)
Cl (-1.1724, 6.6306, -1.5184)
H (4.1183, 2.8626, -1.1991)
C (0.4072, 7.3623, -1.7997)
O (4.1414, 1.0873, 0.1108)
C (-1.1604, 2.1738, -0.1593)
Cl (-3.4669, -8.7043, 2.7837)
Cl (0.9992, 8.2026, -0.3572)
S (1.0981, 0.4834, -2.2811)
Cl (-4.9163, 2.8123, 0.2449)
H (-3.8526, 2.0876, -1.7318)
Cl (6.9826, -1.2858, 2.8035)
C (-0.8117, 1.8667, 1.1100)
H (-7.8722, -5.3157, 4.9926)
N (-0.2784, -0.2705, -1.5192)
Cl (-3.0582, -5.8244, 3.0431)
C (9.7331, -3.1021, -0.1935)
H (2.1872, -3.3792, -3.6726)
Cl (-0.5236, 3.1875, 2.2720)
H (3.0504, -0.8558, -1.8034)
Cl (8.3415, 0.5454, 0.9798)
H (-1.8066, -7.7121, -3.0243)
C (-1.0439, 1.9930, -5.9886)
H (6.0405, 0.4175, 1.4727)
C (3.5286, 1.1316, -0.9363)
H (-2.5198, -7.2136, 1.2239)
Cl (0.7168, -1.9652, -2.4523)
H (-0.4489, 0.3756, 2.6283)
Cl (-1.3357, 3.8676, -0.6756)
C (1.4628, -3.5281, -2.8735)
Cl (-6.1448, -6.6075, 4.0512)
H (6.9844, 1.0702, 2.8317)
C (-2.0617, -7.8053, -1.9735)
H (-3.0114, -7.3176, -1.7785)
O (1.3640, -0.0016, -3.6613)
O (-2.6964, 0.1466, -0.9074)
O (3.7555, 2.1704, -1.7737)
H (-1.5928, -0.1902, 1.3701)
C (-3.3451, -7.1605, 1.9265)
C (-4.7277, 2.6900, -1.5115)
Cl (-0.1135, 3.4851, -6.1819)
C (-7.1536, -5.1633, 4.1939)
H (9.4866, -2.3532, 0.5534)
C (6.9538, 0.3158, 2.0525)
H (-2.0102, 2.2493, -5.5683)
Cl (-2.5423, 8.5487, 2.5124)
H (0.2156, -0.0587, 1.0510)
H (2.1712, -0.4342, -0.3216)
Cl (8.7500, -2.8140, -1.6325)
H (-5.6142, 2.2225, -1.9274)
S (-1.5050, 0.8668, -1.3926)
Cl (-4.5244, 4.2845, -2.2497)
H (-0.5152, 1.3216, -5.3173)
O (0.9705, 1.9448, -2.3734)
C (-1.1046, 3.0853, 6.4790)
H (-1.4110, 6.5532, 3.0543)
Cl (-0.6506, 4.2802, 5.2595)
H (1.1122, 6.5802, -2.0644)
H (-7.6721, -5.0036, 3.2541)
H (-1.1861, 7.0103, 1.3501)
Cl (-6.1863, -3.7312, 4.5622)
Cl (0.2390, -4.6830, -3.4227)
H (-4.2752, -6.9803, 1.3959)
H (-2.0840, 3.3404, 6.8706)
Cl (-3.1791, 5.8141, 1.6940)

Forces on atoms 1 to 3 (eV/Å):
C 0.7 0.9 1.4
H -0.1 -0.1 0.0
Cl 0.0 0.0 0.1